Formula: C4H5N3O
Source: OMol25
Level of theory: ωB97M-V/def2-TZVPD

XYZ file:
```
13
Properties=species:S:1:pos:R:3:mulliken_charge:R:1
C 0.910 0.160 -0.111 0.838
C 0.155 1.337 0.199 -0.667
C -1.144 1.186 0.182 -0.152
C -1.338 -0.314 0.078 0.322
H 1.499 -1.542 0.970 0.396
H 2.912 0.658 -0.191 0.199
H 0.483 2.242 -0.167 0.328
H -1.835 2.057 -0.387 0.266
H -2.231 -1.890 -0.218 0.264
N 0.116 -0.794 -0.108 0.132
N 2.195 -0.135 -0.213 -0.795
N -2.407 -0.985 -0.172 -0.628
O 0.683 -1.981 0.138 -0.504
```

Summary:
E_HOMO: -0.3382 Ha
Kohn-Sham gap: 0.3135 Ha
Relative energy (zero: lowest compared OMol25 entry of this formula, charge and spin): 160.4 kcal per mole
Multiplicity: 1
Calculated total energy: -10740.658 eV
LUMO level: -0.7 eV
Total charge: 0

---

Formula: C5H37N2O11
Source: OMol25
Level of theory: ωB97M-V/def2-TZVPD

XYZ file:
```
55
Properties=species:S:1:pos:R:3:mulliken_charge:R:1
C 0.964 2.569 0.020 -0.505
C -0.381 2.401 0.718 0.676
C -0.141 1.743 2.085 -0.348
C -1.301 1.029 2.738 -1.076
N -1.852 -0.049 1.946 0.132
C -2.990 -0.646 2.603 -1.193
N 1.042 1.603 -1.125 -1.313
H 1.705 2.270 0.748 0.088
H 1.105 3.571 -0.391 0.652
H -1.000 3.294 0.837 0.376
H -1.104 1.792 0.147 -0.761
H 0.333 2.513 2.717 0.359
H 0.669 0.998 2.090 -0.106
H -2.039 1.684 3.224 0.552
H -0.896 0.647 3.695 0.472
H -1.981 0.184 0.973 -0.097
H -3.373 -1.536 2.113 0.284
H -3.865 0.031 2.677 0.352
H -2.757 -0.873 3.648 0.362
H 0.305 1.815 -1.807 0.361
H 1.176 0.641 -0.806 0.429
H 1.926 1.727 -1.640 0.427
H 4.399 1.282 -0.322 0.217
H 3.752 1.931 0.999 0.230
O 3.713 1.831 0.045 -0.455
H 0.452 -2.768 1.852 0.328
H 0.243 -1.246 2.098 0.292
O 0.886 -1.963 2.206 -0.732
H -0.174 1.453 -4.627 0.041
H -1.074 0.976 -3.507 0.271
O -0.127 1.073 -3.731 -0.071
H -0.976 -3.453 0.392 0.362
H 0.071 -4.304 -0.297 0.290
O -0.101 -3.904 0.547 -0.825
H -2.760 1.488 -1.593 0.189
H -2.450 -0.056 -1.596 0.157
O -2.035 0.826 -1.513 -0.614
H 3.126 -2.210 -0.117 0.274
H 1.766 -2.974 0.125 0.233
O 2.264 -2.449 -0.498 -0.562
H 2.311 -0.962 -3.279 0.129
H 2.387 -1.184 -1.741 0.281
O 2.093 -0.564 -2.435 -0.224
H -2.808 -2.994 -1.009 0.173
H -1.453 -2.164 -1.177 0.296
O -2.196 -2.403 -0.573 -0.443
H 0.150 -1.268 -2.622 0.361
H 0.560 -2.520 -1.897 0.163
O -0.098 -2.203 -2.520 -0.720
H 2.595 -0.848 1.975 0.261
H 4.033 -0.491 2.355 0.264
O 3.313 -0.217 1.784 -0.442
H -3.387 3.798 -0.310 0.177
H -4.485 2.806 -0.448 0.218
O -3.533 2.885 -0.572 -0.247
```

Summary:
E_HOMO (alpha / beta): -0.0782 / -0.3214 Ha
Kohn-Sham gap (alpha / beta): 0.0830 / 0.3255 Ha
Relative energy (zero: lowest compared OMol25 entry of this formula, charge and spin): 0.0 kcal per mole
Multiplicity: 2
Calculated total energy: -31285.757 eV
LUMO level (alpha / beta): 0.1 / 0.1 eV
Total charge: 0

---

Formula: C36H99N9O9
Source: OMol25
Level of theory: ωB97M-V/def2-TZVPD

XYZ file:
```
153
Properties=species:S:1:pos:R:3:mulliken_charge:R:1
C -3.775 -15.449 -14.067 -0.492
O -3.046 -16.046 -13.033 -0.400
C -3.091 -17.460 -13.033 -0.894
C -4.441 -18.042 -12.590 1.386
C -4.746 -17.509 -11.185 -1.469
N -4.302 -19.490 -12.415 -0.725
H -4.785 -15.856 -14.218 0.124
H -3.314 -15.557 -15.058 0.428
H -3.834 -14.403 -13.779 0.198
H -2.785 -17.798 -14.036 0.383
H -2.304 -17.829 -12.372 0.375
H -5.243 -17.735 -13.254 -0.510
H -5.594 -18.047 -10.763 0.382
H -4.959 -16.444 -11.286 0.247
H -3.893 -17.665 -10.521 0.478
H -3.584 -19.677 -11.722 0.288
H -3.986 -19.980 -13.249 0.269
C -9.112 -10.823 -13.244 -0.662
O -7.833 -11.005 -13.779 -0.075
C -7.208 -9.807 -14.149 -0.688
C -5.936 -10.098 -14.939 0.221
C -6.195 -10.819 -16.245 -0.278
N -4.934 -10.854 -14.166 -0.764
H -9.885 -10.605 -13.994 0.181
H -9.183 -10.043 -12.474 0.385
H -9.429 -11.745 -12.752 0.075
H -7.809 -9.154 -14.811 0.233
H -7.052 -9.127 -13.297 0.437
H -5.492 -9.112 -15.115 0.377
H -6.463 -11.848 -15.981 -0.294
H -5.255 -10.859 -16.798 0.498
H -6.978 -10.414 -16.884 -0.173
H -5.016 -10.574 -13.182 0.321
H -5.321 -11.798 -14.032 0.226
C -10.415 -10.494 -17.049 -0.318
O -9.443 -9.642 -17.635 0.230
C -10.075 -8.561 -18.287 -1.023
C -9.019 -7.822 -19.103 1.175
C -7.868 -7.318 -18.230 -1.492
N -9.628 -6.662 -19.769 -0.734
H -9.909 -11.151 -16.336 -0.555
H -10.928 -11.030 -17.850 0.382
H -11.072 -9.952 -16.353 0.414
H -10.871 -8.892 -18.966 0.371
H -10.419 -7.829 -17.546 0.337
H -8.542 -8.520 -19.806 -0.201
H -7.075 -6.997 -18.913 0.389
H -7.539 -8.055 -17.503 0.150
H -8.121 -6.394 -17.700 0.406
H -8.905 -6.223 -20.336 0.325
H -10.289 -7.013 -20.463 0.262
C -14.352 -19.666 -8.021 -0.686
O -13.039 -19.981 -8.405 -0.337
C -12.892 -20.194 -9.788 -0.119
C -11.440 -20.359 -10.234 0.014
C -10.642 -19.099 -9.967 -1.108
N -11.391 -20.614 -11.687 -0.347
H -14.292 -19.323 -6.988 0.257
H -15.003 -20.539 -8.123 0.291
H -14.767 -18.806 -8.567 0.260
H -13.539 -20.984 -10.202 0.380
H -13.260 -19.272 -10.283 -0.085
H -11.048 -21.229 -9.699 0.480
H -11.175 -18.215 -10.335 -0.018
H -9.636 -19.095 -10.388 0.335
H -10.487 -18.934 -8.896 0.439
H -12.077 -19.967 -12.109 -0.082
H -11.822 -21.508 -11.930 0.316
C -9.848 -23.540 -16.176 -0.756
O -9.462 -22.200 -16.024 -0.298
C -9.140 -21.856 -14.703 -0.507
C -8.799 -20.379 -14.623 0.864
C -7.442 -20.090 -15.261 -1.214
N -8.819 -19.838 -13.233 -0.534
H -10.862 -23.694 -15.763 0.274
H -9.209 -24.221 -15.598 0.314
H -9.910 -23.809 -17.227 0.247
H -9.973 -22.053 -14.006 0.226
H -8.292 -22.454 -14.335 0.343
H -9.579 -19.860 -15.203 0.171
H -6.586 -20.609 -14.836 0.303
H -7.292 -19.009 -15.195 -0.018
H -7.487 -20.364 -16.320 0.396
H -9.759 -20.061 -12.870 0.158
H -8.947 -18.849 -13.472 0.125
C -8.230 -12.057 -19.566 -0.418
O -8.054 -12.173 -20.965 -0.308
C -8.879 -11.224 -21.618 -0.446
C -9.472 -11.795 -22.895 0.624
C -8.370 -12.243 -23.838 -1.312
N -10.211 -10.711 -23.566 -0.728
H -9.205 -12.345 -19.166 0.150
H -7.832 -11.123 -19.168 0.371
H -7.571 -12.826 -19.143 -0.009
H -9.649 -10.706 -21.029 0.035
H -8.229 -10.374 -21.885 0.201
H -10.193 -12.571 -22.614 0.258
H -7.771 -11.404 -24.181 0.354
H -8.823 -12.766 -24.684 0.389
H -7.709 -12.960 -23.349 0.259
H -11.014 -10.447 -22.992 0.237
H -10.674 -11.038 -24.411 0.257
C -8.907 -14.049 -16.559 0.110
O -9.216 -15.089 -15.627 -0.545
C -8.154 -15.411 -14.735 -0.326
C -8.774 -15.736 -13.388 0.682
C -7.684 -16.152 -12.408 -1.262
N -9.806 -16.801 -13.562 0.255
H -8.087 -14.452 -17.164 -0.127
H -8.660 -13.174 -15.953 -0.072
H -9.719 -13.960 -17.280 0.264
H -7.645 -16.284 -15.156 -0.408
H -7.493 -14.542 -14.671 0.543
H -9.279 -14.853 -12.971 -0.113
H -8.110 -16.330 -11.416 0.482
H -6.882 -15.416 -12.316 0.493
H -7.240 -17.117 -12.659 -0.070
H -10.624 -16.574 -12.988 -0.149
H -10.100 -16.566 -14.514 0.340
C -11.567 -14.812 -10.874 -1.038
O -11.871 -15.823 -11.804 -0.013
C -13.235 -16.121 -11.924 -1.013
C -13.458 -16.896 -13.221 0.685
C -14.930 -16.879 -13.576 -1.619
N -13.013 -18.278 -13.104 -0.491
H -11.773 -13.853 -11.357 0.348
H -10.492 -14.843 -10.692 0.226
H -12.052 -14.920 -9.903 0.396
H -13.653 -16.710 -11.097 0.237
H -13.788 -15.179 -11.982 0.491
H -12.859 -16.299 -13.921 0.026
H -15.372 -15.890 -13.677 0.414
H -15.479 -17.502 -12.868 0.355
H -15.083 -17.377 -14.539 0.379
H -12.119 -18.330 -12.641 0.162
H -13.005 -18.684 -14.030 0.178
C -4.778 -14.606 -17.930 -0.893
O -5.975 -14.699 -18.671 -0.204
C -6.544 -15.970 -18.638 -0.668
C -7.704 -16.096 -19.605 1.278
C -8.543 -17.300 -19.236 -1.534
N -7.217 -16.214 -21.006 -0.789
H -4.522 -13.577 -17.675 0.259
H -3.973 -14.962 -18.580 0.327
H -4.885 -15.151 -16.988 0.297
H -5.816 -16.778 -18.792 0.638
H -6.941 -16.190 -17.633 -0.161
H -8.272 -15.160 -19.489 -0.273
H -9.433 -17.417 -19.862 0.460
H -8.946 -17.215 -18.222 0.242
H -7.973 -18.226 -19.321 0.378
H -6.950 -15.253 -21.243 0.302
H -8.065 -16.333 -21.565 0.312
```

Summary:
E_HOMO: -0.3116 Ha
Kohn-Sham gap: 0.3250 Ha
Relative energy (zero: lowest compared OMol25 entry of this formula, charge and spin): 41.9 kcal per mole
Multiplicity: 1
Calculated total energy: -70770.493 eV
LUMO level: 0.4 eV
Total charge: 0

---

Formula: C47H46ClN8O4P2Rb
Source: OMol25
Level of theory: ωB97M-V/def2-TZVPD

XYZ file:
```
109
Properties=species:S:1:pos:R:3:mulliken_charge:R:1
Rb 1.473 -1.034 -1.256 0.369
C -0.547 -3.022 1.034 -0.520
P -0.293 -1.710 2.329 1.182
C -1.628 -2.117 3.529 -0.118
C -2.114 -3.401 3.773 0.094
C -3.106 -3.620 4.715 -0.693
C -3.632 -2.555 5.438 -0.513
C -3.157 -1.274 5.210 -0.535
C -2.166 -1.061 4.259 -0.593
C 1.173 -2.340 3.243 0.632
C 2.402 -2.276 2.582 -0.248
C 3.579 -2.621 3.226 -0.531
C 3.548 -3.039 4.550 -0.791
C 2.336 -3.112 5.220 -0.632
C 1.157 -2.763 4.572 -0.726
C -1.834 -2.713 0.330 -0.452
C -3.065 -3.337 0.481 -0.792
C -3.997 -2.542 -0.230 -1.520
C -3.267 -1.480 -0.747 0.290
C -3.764 -0.295 -1.525 -1.053
P -2.580 1.116 -1.376 0.730
C -2.829 1.665 0.353 0.474
C -3.682 1.046 1.265 -0.247
C -3.823 1.553 2.550 -0.626
C -3.111 2.677 2.945 -0.483
C -2.238 3.285 2.053 -0.584
C -2.096 2.774 0.772 -0.497
C -3.616 2.365 -2.262 0.184
C -4.465 3.293 -1.663 -0.537
C -5.193 4.194 -2.431 -0.570
C -5.092 4.177 -3.815 -0.445
C -4.250 3.257 -4.427 -0.600
C -3.514 2.370 -3.656 -0.286
N -1.946 -1.585 -0.427 0.249
H -0.556 -4.018 1.480 0.553
H 0.321 -3.008 0.369 0.208
H -1.714 -4.240 3.220 0.371
H -3.476 -4.625 4.884 0.407
H -4.412 -2.727 6.171 0.338
H -3.562 -0.435 5.764 0.426
H -1.804 -0.058 4.066 0.410
H 2.464 -1.938 1.551 0.260
H 4.514 -2.534 2.688 0.326
H 4.470 -3.298 5.059 0.362
H 2.302 -3.435 6.255 0.382
H 0.219 -2.815 5.112 0.309
H -3.265 -4.235 1.049 0.475
H -5.062 -2.704 -0.333 0.433
H -4.761 0.015 -1.193 0.660
H -3.845 -0.486 -2.602 0.707
H -4.210 0.144 0.986 0.134
H -4.480 1.051 3.251 0.377
H -3.215 3.062 3.953 0.332
H -1.651 4.142 2.362 0.354
H -1.397 3.233 0.080 0.402
H -4.555 3.315 -0.583 0.264
H -5.843 4.911 -1.944 0.388
H -5.660 4.880 -4.413 0.339
H -4.153 3.238 -5.506 0.427
H -2.842 1.671 -4.143 0.292
N -1.484 -1.703 -3.368 0.353
C -0.882 -0.839 -4.174 0.175
N -1.299 -0.775 -5.456 -0.781
C -0.677 0.138 -6.183 0.447
N -1.098 0.285 -7.484 -0.472
N 0.297 0.958 -5.780 -0.673
C 0.647 0.781 -4.502 -0.169
N 0.102 -0.071 -3.659 0.794
C 1.789 1.610 -3.996 0.185
C 2.352 2.604 -4.789 -0.637
C 3.439 3.301 -4.286 -0.539
C 3.931 2.974 -3.033 -0.834
C 3.304 1.964 -2.311 0.118
N 2.246 1.312 -2.784 0.537
H -2.186 -2.307 -3.756 0.304
H -1.340 -1.718 -2.354 -0.477
H -1.592 -0.508 -7.856 0.274
H -0.433 0.732 -8.091 0.267
H 1.941 2.801 -5.768 0.473
H 3.905 4.083 -4.875 0.388
H 4.793 3.479 -2.615 0.443
H 3.646 1.619 -1.338 0.016
C 1.999 1.250 2.309 -0.495
N 2.540 2.093 1.264 1.202
C 1.960 3.411 1.300 -0.886
C 3.989 2.159 1.329 -1.907
C 4.710 0.831 1.140 0.600
C 5.877 0.658 1.890 -0.578
C 6.664 -0.474 1.724 -0.678
C 6.246 -1.439 0.816 -0.553
C 5.051 -1.263 0.119 -0.652
C 4.223 -0.125 0.221 0.558
H 2.204 1.661 3.318 0.143
H 2.451 0.262 2.246 -0.209
H 0.920 1.145 2.191 0.243
H 2.208 3.962 2.230 0.362
H 0.872 3.341 1.233 -0.103
H 2.318 4.002 0.453 0.275
H 4.302 2.616 2.292 0.351
H 4.314 2.859 0.547 0.466
H 6.175 1.415 2.615 0.277
H 7.573 -0.605 2.303 0.305
H 6.840 -2.338 0.665 0.341
H 4.758 -2.065 -0.559 0.135
O 3.056 -5.066 -2.565 -0.763
Cl 2.388 -3.826 -2.283 1.599
O 0.998 -3.898 -2.674 -0.591
O 2.451 -3.530 -0.861 -0.565
O 3.022 -2.737 -2.999 -0.615
```

Summary:
E_HOMO: -0.0535 Ha
Kohn-Sham gap: 0.1947 Ha
Relative energy (zero: lowest compared OMol25 entry of this formula, charge and spin): 0.0 kcal per mole
Multiplicity: 1
Calculated total energy: -101348.096 eV
LUMO level: 3.8 eV
Total charge: -2

---

Q: Which value of calculated total energy does entry 3 give?
A: -70770.493 eV

---

Q: Number 3 is which compound?
A: C36H99N9O9

---

Q: What is the formula in the first record?
A: C4H5N3O